Here is a cluster of 6 separate species, C18H22N6 in total in a non-equilibrium geometry from the OMol25 dataset. Energies are from ωB97M-V/def2-TZVPD.

```
46
Properties=species:S:1:pos:R:3:mulliken_charge:R:1
C 1.50 1.39 -0.50 -0.26
C 1.75 1.45 -1.84 -0.52
C 0.94 0.64 -2.61 -0.36
N 0.13 -0.28 -2.16 -0.45
C 0.12 -0.48 -0.87 -0.61
C 0.63 0.42 0.01 -0.35
H 2.09 2.10 0.10 0.34
H 2.50 2.00 -2.27 0.54
H 0.98 0.73 -3.68 0.44
H -0.58 -1.27 -0.59 0.40
H 0.53 0.21 1.06 0.78
C -1.28 0.74 2.77 -0.27
C -0.42 1.75 3.27 -0.09
C -0.07 1.79 4.67 -0.68
N -0.48 0.77 5.45 -0.56
C -1.28 -0.14 4.91 -0.32
C -1.66 -0.21 3.57 -0.30
H -1.53 0.87 1.71 0.72
H -0.16 2.52 2.51 0.35
H 0.59 2.53 5.16 0.42
H -1.49 -0.96 5.51 0.43
H -2.39 -0.95 3.20 0.34
C 5.22 -2.27 -4.53 -0.72
C 4.51 -1.01 -4.30 0.31
N 3.95 0.00 -4.24 -0.34
H 6.04 -2.13 -5.24 0.27
H 4.50 -3.03 -4.94 0.25
H 5.63 -2.58 -3.54 0.25
C 3.05 0.47 4.29 -0.52
C 3.33 -0.58 3.34 0.34
N 3.53 -1.50 2.65 -0.45
H 2.10 0.14 4.69 0.10
H 2.84 1.38 3.74 0.19
H 3.79 0.56 5.06 0.36
C -2.80 0.05 -4.20 -0.52
C -3.97 -0.73 -3.87 0.38
N -4.94 -1.31 -3.68 -0.54
H -2.04 -0.42 -3.59 0.08
H -2.94 1.12 -4.07 0.29
H -2.49 -0.21 -5.23 0.30
C -5.34 -0.86 -0.37 -0.70
C -4.22 -0.09 0.05 0.47
N -3.21 0.49 0.09 -0.44
H -5.27 -1.01 -1.48 0.07
H -6.26 -0.36 -0.20 0.31
H -5.46 -1.76 0.18 0.28
```

Output
**Highest occupied orbital energy**: -9.42 eV
**SMILES**: c1ccncc1.c1ccncc1.CC#N.CC#N.CC#N.CC#N

***

Here is the molecule C3H4FNO2S in a non-equilibrium geometry from the OMol25 dataset. Energies are from ωB97M-V/def2-TZVPD.

```
12
Properties=species:S:1:pos:R:3:mulliken_charge:R:1
C 0.02 1.13 1.44 -0.64
O 0.08 -0.29 1.09 -0.25
S -0.70 -0.79 -0.23 1.07
O -2.09 -0.62 -0.08 -0.57
F -0.47 -2.35 0.19 -0.25
C 0.02 -0.63 -1.72 -0.73
C 1.34 -0.19 -1.56 0.41
N 2.39 0.08 -1.22 -0.44
H 0.19 1.20 2.47 0.23
H 0.83 1.65 0.87 0.28
H -1.08 1.32 1.24 0.36
H -0.53 -0.52 -2.51 0.52
```

Output
**Highest occupied orbital energy**: -9.65 eV
**SMILES**: CO[S@](=O)(F)=CC#N

***

Here is the ion CH5N2S with charge +1 in a non-equilibrium geometry from the OMol25 dataset. Energies are from ωB97M-V/def2-TZVPD.

```
9
Properties=species:S:1:pos:R:3:mulliken_charge:R:1
N 0.86 -0.26 -0.57 -0.35
C -0.42 -0.28 0.08 0.02
N -0.52 0.90 0.81 -0.54
S -1.55 0.92 -0.57 0.02
H 1.39 0.43 0.15 0.40
H 0.70 0.06 -1.54 0.36
H 1.33 -1.20 -0.64 0.36
H -0.74 -1.30 0.46 0.39
H -1.06 0.74 1.83 0.34
```

Output
**Highest occupied orbital energy**: -13.91 eV
**Total charge**: +1
**SMILES**: [NH3+][C@H]1NS1

***

The records above yield orbital gap values of 10.1 10.1 9.9 eV, respectively.